Entry 1:
DFT (ωB97M-V with the def2-TZVPD basis set) results for a structure of composition C43H25ClN9O8SeTa.

Calculated values
- Energy above the lowest of the compared OMol25 structures with the same formula, charge and spin: 24.4 kcal/mol
- LUMO energy: -0.272 Eh
- Gap between HOMO and LUMO: 6.6 eV
- HOMO: -14.04 eV
- Largest force on an atom: 1.95 eV Å⁻¹
- Total energy: -5666.70944 hartree

Geometry as ORCA input:
```
! wB97M-V def2-TZVPD RIJCOSX def2/J DEFGRID3
* xyz 2 1
Ta 1.187 0.569 0.267
O 0.020 6.278 2.448
C -0.758 5.463 3.128
O -1.619 5.840 3.871
C -0.567 3.977 2.957
C -1.242 3.087 3.765
N -0.976 1.852 3.313
N -0.174 1.860 2.252
C 0.096 3.148 2.025
C 0.980 3.499 0.882
O 1.373 4.612 0.682
O 1.246 2.471 0.077
H 0.661 5.833 1.866
H -1.881 3.296 4.609
H -1.291 0.981 3.710
C 4.639 -2.366 0.312
C 5.095 -2.377 -0.997
C 4.468 -1.595 -1.951
C 3.377 -0.792 -1.613
C 2.925 -0.752 -0.291
C 3.575 -1.545 0.653
C 2.661 0.007 -2.617
C 2.990 -0.097 -3.983
C 2.261 0.572 -4.917
C 1.233 1.440 -4.508
C 0.480 2.195 -5.433
C -0.436 3.109 -5.001
C -0.595 3.327 -3.622
C 0.103 2.587 -2.705
C 1.006 1.585 -3.113
N 1.674 0.797 -2.200
H 5.114 -2.978 1.067
H 5.943 -2.988 -1.275
H 4.860 -1.613 -2.956
H 3.261 -1.545 1.687
H 3.808 -0.722 -4.300
H 2.482 0.466 -5.972
H 0.662 2.047 -6.489
H -1.007 3.693 -5.710
H -1.261 4.110 -3.281
H 0.023 2.815 -1.662
Se -5.273 -2.184 -3.891
N -3.799 -2.923 -3.295
C -3.142 -2.011 -2.618
C -1.874 -2.242 -1.966
C -1.266 -3.500 -1.955
C -0.066 -3.646 -1.299
C 0.509 -2.534 -0.701
N -0.056 -1.327 -0.702
C -1.250 -1.175 -1.306
C -1.898 0.120 -1.214
N -1.277 1.072 -0.496
C -1.868 2.253 -0.366
C -3.096 2.566 -0.934
C -3.745 1.604 -1.673
C -3.142 0.352 -1.819
C -3.770 -0.725 -2.549
N -4.922 -0.625 -3.167
H -1.755 -4.324 -2.458
H 0.439 -4.600 -1.252
H 1.470 -2.621 -0.214
H -1.349 3.000 0.215
H -3.521 3.549 -0.787
H -4.707 1.783 -2.136
O 3.333 -0.880 5.828
C 2.340 -1.717 5.629
O 2.078 -2.614 6.376
C 1.507 -1.531 4.377
C 0.368 -2.283 4.097
Cl -0.450 -3.357 5.100
N -0.102 -1.905 2.879
N 0.691 -0.958 2.344
C 1.645 -0.715 3.248
C 2.588 0.397 2.955
O 3.414 0.783 3.735
O 2.371 0.920 1.772
C -1.329 -2.304 2.261
C -1.683 -3.646 2.202
C -2.910 -4.003 1.665
C -3.776 -3.027 1.192
C -3.412 -1.690 1.251
C -2.186 -1.322 1.782
H 3.439 -0.190 5.147
H -1.012 -4.406 2.575
H -3.196 -5.045 1.635
H -4.744 -3.306 0.796
H -4.099 -0.927 0.905
H -1.911 -0.276 1.859
*
```

---

Entry 2:
DFT (ωB97M-V with the def2-TZVPD basis set) results for a structure of composition C43H26ClF4IN10PV.

Calculated values
- Energy above the lowest of the compared OMol25 structures with the same formula, charge and spin: 20.7 kcal/mol
- LUMO energy (spin up / spin down): -0.391 / -0.394 Eh
- ⟨S²⟩: 1.0191
- Gap between HOMO and LUMO (spin up / spin down): 5.2 / 5.1 eV
- HOMO (spin up / spin down): -15.82 / -15.82 eV
- Largest force on an atom: 2.87 eV Å⁻¹
- Total energy: -4643.48960 hartree

Geometry as ORCA input:
```
! wB97M-V def2-TZVPD RIJCOSX def2/J DEFGRID3
* xyz 3 2
V 1.454 0.787 -0.528
N 2.599 -2.565 0.332
C 3.525 -1.598 0.351
N 4.771 -2.004 0.479
C 5.749 -1.097 0.508
N 6.999 -1.479 0.632
N 5.472 0.229 0.453
C 4.222 0.561 0.304
N 3.175 -0.287 0.204
C 3.902 1.993 0.282
C 4.895 2.947 0.487
C 4.545 4.287 0.467
C 3.206 4.616 0.306
C 2.278 3.601 0.132
N 2.616 2.313 0.095
H 2.963 -3.495 0.473
H 1.624 -2.383 0.513
H 7.221 -2.462 0.688
H 7.740 -0.794 0.637
H 5.909 2.616 0.638
H 5.294 5.054 0.583
H 2.877 5.643 0.306
H 1.227 3.848 0.018
I 0.659 -1.415 -2.022
C -0.739 -2.895 -1.342
C -1.089 -3.802 -2.318
C -1.866 -4.919 -2.000
C -2.262 -5.108 -0.705
C -1.953 -4.165 0.299
C -2.420 -4.402 1.607
C -2.187 -3.501 2.610
C -1.482 -2.334 2.324
C -0.966 -2.066 1.062
P -0.179 -0.401 1.076
C 1.135 -0.488 2.333
C 1.785 0.716 2.632
C 2.795 0.747 3.575
C 3.156 -0.417 4.240
C 2.505 -1.607 3.960
C 1.505 -1.652 3.003
C -1.489 0.557 1.928
C -2.789 0.523 1.418
C -3.829 1.102 2.121
C -3.593 1.709 3.347
C -2.308 1.731 3.864
C -1.255 1.177 3.158
C -1.180 -2.989 -0.001
H -0.746 -3.668 -3.334
H -2.118 -5.627 -2.773
H -2.821 -5.988 -0.424
H -2.978 -5.306 1.800
H -2.546 -3.675 3.612
H -1.332 -1.618 3.121
H 1.456 1.635 2.151
H 3.286 1.679 3.810
H 3.936 -0.391 4.983
H 2.776 -2.504 4.492
H 1.000 -2.585 2.803
H -2.993 0.006 0.493
H -4.830 1.068 1.723
H -4.406 2.153 3.898
H -2.119 2.172 4.831
H -0.272 1.197 3.604
F -3.727 4.152 -3.548
C -3.624 2.837 -3.475
C -4.306 2.045 -4.372
F -5.052 2.611 -5.296
C -4.246 0.608 -4.333
C -3.403 0.058 -3.312
C -2.699 0.857 -2.465
F -1.878 0.263 -1.559
C -2.760 2.278 -2.487
C -1.947 3.043 -1.632
C -0.978 2.438 -0.865
N -0.073 1.930 -0.332
C -1.908 4.463 -1.618
N -1.775 5.597 -1.577
F -3.257 -1.257 -3.195
C -4.946 -0.211 -5.219
C -5.708 0.260 -6.310
N -6.308 0.583 -7.232
C -4.913 -1.623 -5.133
N -4.885 -2.767 -5.061
Cl 2.896 0.811 -2.417
C 1.488 1.751 -2.355
H 0.780 1.471 -3.139
H 1.712 2.820 -2.385
*
```